[1]
{"formula": "C9H12N3", "method": "ωB97M-V/def2-TZVPD", "symbols": ["C", "C", "C", "C", "C", "C", "C", "C", "C", "N", "N", "N", "H", "H", "H", "H", "H", "H", "H", "H", "H", "H", "H", "H"], "xyz": [[1.690, 1.655, -0.271], [3.565, 0.649, 0.326], [1.450, 0.324, -0.214], [1.552, -2.436, -0.198], [0.222, -1.940, -0.196], [2.663, -1.671, 0.021], [-0.085, -0.677, -0.068], [-1.669, 0.683, 1.295], [-1.438, 0.004, -0.073], [3.004, 1.826, 0.170], [2.594, -0.323, 0.075], [-1.553, 1.006, -1.218], [1.196, 2.610, -0.334], [4.575, 0.490, 0.503], [1.638, -3.500, -0.455], [-0.527, -2.734, -0.191], [3.628, -2.197, 0.102], [-0.740, 1.088, 1.607], [-2.251, 1.496, 1.297], [-2.019, -0.144, 2.045], [-2.018, -0.954, -0.143], [-2.035, 1.798, -0.940], [-2.040, 0.376, -1.889], [-0.542, 1.059, -1.483]], "smiles": "C[C@@H]([NH3+])c1cccn2cncc12", "e_lumo_ha": -0.128, "charge": 1, "homo_ha": -0.435, "e_above_lowest_ev": 3.412}

[2]
{"formula": "C6H11NO", "method": "ωB97M-V/def2-TZVPD", "symbols": ["C", "C", "N", "C", "C", "C", "C", "O", "H", "H", "H", "H", "H", "H", "H", "H", "H", "H", "H"], "xyz": [[-1.626, 1.335, -0.751], [-2.732, 0.368, -0.523], [0.531, 0.088, -0.776], [0.183, 0.146, 0.425], [2.182, -1.296, 0.412], [-0.010, 0.421, 1.685], [3.383, -0.786, 0.555], [0.008, -0.988, -1.504], [0.485, -0.913, -2.341], [-1.316, 1.521, -1.771], [-1.516, 2.184, -0.088], [1.887, -2.342, 0.426], [-0.843, 1.038, 1.993], [0.661, 0.007, 2.425], [-3.692, 0.756, -0.903], [-2.878, 0.148, 0.537], [-2.546, -0.574, -1.045], [4.269, -1.396, 0.761], [3.571, 0.285, 0.482]], "e_lumo_ha": [0.020, 0.029], "charge": 0, "homo_ha": [-0.265, -0.291], "e_above_lowest_ev": 9.558}

[3]
{"formula": "C4H6N2", "method": "ωB97M-V/def2-TZVPD", "symbols": ["C", "C", "C", "C", "H", "H", "H", "H", "H", "H", "N", "N"], "xyz": [[-1.047, 0.054, -0.065], [1.233, -0.581, 0.006], [1.115, 0.860, -0.119], [-0.203, 1.278, 0.009], [-2.692, -0.795, -0.015], [-0.559, -1.799, 0.194], [1.898, -1.071, -0.679], [1.580, -0.803, 1.022], [1.981, 1.482, 0.030], [-0.799, 2.184, -0.191], [-2.321, 0.156, -0.005], [-0.185, -0.965, -0.186]], "smiles": "[H]/N=C1/C=CCN1", "e_lumo_ha": 0.031, "charge": 0, "homo_ha": -0.325, "e_above_lowest_ev": 1.335}

[4]
{"formula": "H14O7", "method": "ωB97M-V/def2-TZVPD", "symbols": ["O", "H", "H", "O", "H", "H", "O", "H", "H", "O", "H", "H", "O", "H", "H", "O", "H", "H", "O", "H", "H"], "xyz": [[0.341, 18.815, 11.613], [0.768, 19.646, 11.871], [0.412, 18.249, 12.349], [-3.736, 22.504, 12.736], [-3.726, 21.939, 13.506], [-2.956, 22.200, 12.334], [-1.025, 19.748, 15.208], [-0.461, 19.946, 14.411], [-0.441, 19.642, 15.975], [-0.970, 23.060, 11.091], [-1.511, 23.857, 10.931], [-0.157, 23.303, 10.653], [2.917, 22.402, 11.431], [3.817, 22.562, 11.167], [2.636, 21.749, 10.815], [0.469, 21.326, 13.092], [-0.358, 21.792, 13.140], [1.129, 21.978, 12.790], [1.384, 23.872, 9.778], [1.839, 23.889, 8.888], [2.020, 23.474, 10.466]], "smiles": "O.O.O.O.O.O.O", "e_lumo_ha": -0.007, "charge": 0, "homo_ha": -0.408, "e_above_lowest_ev": 1.724}